Formula: C5H11NO
Source: the OMol25 dataset
Level of theory: ωB97M-V/def2-TZVPD

For the relative energy (zero: lowest compared OMol25 entry of this formula, charge and spin), the calculation gives 324.6 kJ/mol. The HOMO-LUMO gap is 0.313 Eh. The total energy comes out at -8898.333 eV. The structure (SMILES) is C=C/C=C/NC.O. The calculation puts the HOMO energy at -0.28208 Eh.

Last column: natural (NBO) charge in e.
Geometry (Å):
C1 1.24594 -0.37099 -2.28789  -0.433
C2 1.35703 -0.75965 -0.96486  -0.201
C3 0.56440 -0.37812 0.19758  -0.341
C4 1.01335 -0.61620 1.47237  0.045
N1 0.37101 -0.09874 2.63210  -0.616
C5 -0.07843 1.28480 2.99199  -0.398
H1 1.85106 -0.75787 -3.08861  0.198
H2 0.52717 0.37587 -2.76056  0.192
H3 2.17644 -1.44268 -0.66857  0.191
H4 -0.57547 -0.32020 -0.08562  0.216
H5 1.91530 -1.20269 1.64284  0.186
H6 0.88457 -0.46270 3.41921  0.361
H7 -0.94623 1.61358 2.26221  0.203
H8 -0.52659 1.10623 3.96335  0.208
H9 0.68663 2.03335 3.00457  0.190
O1 -3.32218 0.52051 -3.56702  -0.937
H10 -4.05919 0.46124 -2.95157  0.467
H11 -2.56707 0.16391 -3.08101  0.470